This record from OMol25 describes C17H25AlNO7S2Te as an isolated structure. The level of theory is ωB97M-V/def2-TZVPD.

The geometry in XYZ format:
```
54
Properties=species:S:1:pos:R:3:nbo_charge:R:1
Al -0.5217 0.2911 0.5645 1.917
C -1.9858 -2.1837 1.1506 -0.246
O -1.9324 -0.9850 0.3303 -0.652
C -2.3841 -1.2334 -1.0178 -0.085
C -1.9698 -0.0410 -1.8550 -0.093
O -0.7162 0.4505 -1.3659 -0.642
C 0.4437 0.2971 -2.2480 -0.078
C 0.7685 -1.1637 -2.5010 -0.102
O 0.5168 -1.8473 -1.3042 -0.557
C 1.3320 -2.9923 -1.0937 -0.251
H -3.0253 -2.3646 1.4228 0.202
H -1.5792 -3.0146 0.5767 0.213
H -1.3615 -2.0072 2.0186 0.241
H -1.8922 -2.1425 -1.3606 0.226
H -3.4681 -1.3599 -1.0060 0.216
H -1.8720 -0.3306 -2.9009 0.230
H -2.6859 0.7777 -1.7911 0.210
H 0.2233 0.8464 -3.1648 0.203
H 1.2415 0.7892 -1.6995 0.258
H 0.1960 -1.5959 -3.3342 0.172
H 1.8287 -1.2059 -2.7772 0.218
H 2.3867 -2.7100 -1.0918 0.209
H 1.0754 -3.3801 -0.1109 0.203
H 1.1436 -3.7525 -1.8592 0.174
S -0.2615 1.6798 4.8342 0.572
C -1.5648 0.5783 4.7525 -0.426
C -1.8048 0.2390 3.4639 -0.053
N -0.9714 0.8417 2.5513 -0.636
C -0.1132 1.6362 3.1534 -0.113
H -2.0902 0.2489 5.6318 0.268
H -2.5952 -0.4109 3.1278 0.226
H 0.6487 2.1845 2.6266 0.280
O 2.3647 0.3409 2.4863 -0.939
S 1.8697 -0.0544 1.2075 2.579
O 2.7858 -0.6130 0.2689 -0.942
O 0.6003 -0.9448 1.3525 -1.140
O 1.0784 1.1478 0.5453 -1.172
C -2.6302 3.5021 -1.3285 -0.636
Te -2.5209 2.4913 0.5543 0.586
C -1.2373 4.1301 1.0557 -0.635
C -1.7292 5.2590 0.1853 0.030
C -1.4981 6.5869 0.5239 -0.218
C -1.9466 7.6031 -0.3043 -0.190
C -2.6265 7.2970 -1.4736 -0.193
C -2.8582 5.9749 -1.8151 -0.183
C -2.4107 4.9530 -0.9874 -0.094
H -3.5942 3.3221 -1.8003 0.242
H -1.8346 3.1139 -1.9677 0.226
H -0.2108 3.8476 0.8189 0.240
H -1.3221 4.3405 2.1194 0.242
H -0.9748 6.8268 1.4404 0.220
H -1.7734 8.6349 -0.0318 0.228
H -2.9856 8.0892 -2.1160 0.227
H -3.3976 5.7381 -2.7232 0.217
```

Lowest unoccupied orbital energy ... -0.100 Eh
ΔE to the lowest compared entry with this formula, charge and spin ... 54.4 kJ/mol
Charge ... +1
HOMO-LUMO gap ... 0.331 hartree
F_max ... 0.85 eV/Å
Electronic energy ... -69415.2742 eV